1.
9
Properties=species:S:1:pos:R:3:forces:R:3:nbo_charge:R:1 method="wB97M-V/def2-TZVPD" homo_energy_ev="-7.2 / -10.3" de_lowest_kcal_mol=0.00 multiplicity=3 s_squared=2.012 fmax_ev_per_a=4.75
C -1.02937 0.65045 -0.15839 -0.2 -0.6 0.1 -0.07
C -0.53633 -0.59445 -0.11262 0.5 -0.1 1.7 -0.36
C 0.43364 2.43513 0.87562 0.8 1.1 0.7 0.33
N -0.25950 1.63140 0.41817 -1.0 -0.4 -0.6 -0.56
O 1.00535 -2.49393 0.05466 0.9 -4.0 -0.9 -0.72
S 1.05604 -1.18447 0.64613 -3.7 2.4 1.7 1.05
Br 2.23999 0.14674 -0.82525 2.8 1.9 -2.3 -0.19
H -2.00653 0.99247 -0.56354 0.9 -0.6 0.2 0.25
H -0.90330 -1.58334 -0.33478 -1.0 0.4 -0.7 0.26

---

2.
9
Properties=species:S:1:pos:R:3:forces:R:3:nbo_charge:R:1 method="wB97M-V/def2-TZVPD" homo_energy_ev="-24.4 / -24.5" de_lowest_kcal_mol=47.56 multiplicity=2 total_charge=+3 s_squared=0.755 fmax_ev_per_a=13.03
C 1.21725 -0.56139 -1.41848 -0.4 -0.6 -5.1 -0.12
C 1.09430 -0.54830 -0.14767 -0.5 4.4 8.6 0.90
O 0.90258 0.07837 0.90851 4.0 -5.4 -4.0 -0.22
C -0.37771 0.62359 1.19485 -3.1 12.6 -1.4 0.93
O -1.34972 -0.06849 1.07860 -1.0 -4.6 0.3 -0.87
O -0.36002 1.88795 1.05819 1.5 -5.7 1.6 -0.35
H 1.35810 -1.50938 -1.95482 0.4 0.1 -0.6 0.38
Cd -3.31296 -0.32518 1.16853 -1.7 0.0 0.5 1.95
H 0.82817 0.42282 -1.88770 0.8 -0.9 0.1 0.40

---

3.
9
Properties=species:S:1:pos:R:3:forces:R:3:nbo_charge:R:1 method="wB97M-V/def2-TZVPD" homo_energy_ev=-10.6 de_lowest_kcal_mol=42.23 multiplicity=1 fmax_ev_per_a=4.35
C -0.69374 1.08236 0.00785 -0.6 0.7 -0.3 0.79
C -0.62561 -0.48445 0.00907 0.1 2.0 3.9 -0.59
C 0.90210 -0.43887 0.02004 -0.3 2.8 1.0 0.17
O -1.57908 1.90920 0.03916 1.1 -1.7 0.1 -0.55
O 0.60575 1.36248 -0.14478 0.8 -3.1 0.6 -0.51
Cl 1.79076 -0.79107 1.52819 -0.9 0.5 -1.3 0.07
Cl 1.73789 -0.92767 -1.39104 -0.1 0.0 0.2 0.12
H -1.24386 -0.93741 0.84630 1.2 0.2 -1.1 0.27
H -0.89422 -0.77456 -0.91478 -1.4 -1.4 -3.1 0.24

---

4.
10
Properties=species:S:1:pos:R:3:forces:R:3:nbo_charge:R:1 method="wB97M-V/def2-TZVPD" homo_energy_ev=-11.2 de_lowest_kcal_mol=21.58 multiplicity=1 smiles="ClC(Cl)Cl.N#CC=O" fmax_ev_per_a=5.31
C -0.60278 0.47978 1.80407 1.7 2.2 0.9 0.15
C -1.57608 -0.38029 1.26948 -1.6 -5.0 -0.6 0.31
C 1.09144 0.08163 -1.56401 -0.9 -0.4 1.6 -0.32
N 0.14304 1.22976 2.26649 -0.5 -0.6 -0.3 -0.19
O -2.75083 -0.14141 1.20170 0.2 0.9 -0.2 -0.43
Cl 1.82411 -0.65236 -2.88117 1.4 -0.8 -1.9 0.07
Cl 1.59855 -0.80431 -0.03795 -0.7 -0.1 -0.7 -0.04
Cl 1.52707 1.71584 -1.27903 0.2 1.2 -0.2 0.06
H -1.28282 -1.54542 1.05339 0.1 2.7 0.3 0.16
H 0.02831 0.01678 -1.83296 0.2 0.0 1.1 0.23

---

5.
11
Properties=species:S:1:pos:R:3:forces:R:3:nbo_charge:R:1 method="wB97M-V/def2-TZVPD" homo_energy_ev=-4.0 de_lowest_kcal_mol=0.00 multiplicity=1 total_charge=-1 fmax_ev_per_a=1.74
C -0.59183 -1.79641 -0.78571 0.1 0.1 -0.2 1.04
C -0.47910 1.14437 -0.28267 0.7 0.3 -0.9 -0.57
C -1.15818 0.80720 0.82028 -0.6 -0.4 0.7 0.49
O 0.26017 -2.00075 -0.04971 1.2 -0.3 1.2 -0.52
O -1.41234 -1.67451 -1.57660 -1.3 0.1 -1.1 -0.53
O -0.95898 0.41335 1.94085 0.2 0.1 0.1 -0.64
Cl 1.27421 1.22196 -0.20090 0.2 0.3 0.0 -0.10
Cl 4.05147 -0.55266 0.63214 0.5 -0.2 0.1 -0.33
Cl -3.01549 0.92947 0.30816 -0.5 0.0 0.0 -0.34
H -0.86999 1.54230 -1.19799 -0.1 -0.1 0.1 0.23
H 2.90007 -0.03432 0.39215 -0.4 0.0 0.0 0.29

---

6.
10
Properties=species:S:1:pos:R:3:forces:R:3:nbo_charge:R:1 method="wB97M-V/def2-TZVPD" homo_energy_ev=-9.3 de_lowest_kcal_mol=66.42 multiplicity=1 fmax_ev_per_a=5.73
C -0.45863 0.96122 0.51092 -2.2 1.8 -0.7 0.05
C 0.13121 -0.45673 0.84704 -0.4 -0.5 -0.5 -0.27
C -0.17106 -1.57997 0.14123 -2.0 3.2 -0.3 0.75
H 0.74764 2.00725 -2.28687 0.9 -0.2 -1.1 0.14
H -1.52286 1.45834 1.21344 3.8 -1.8 -2.1 0.23
N -0.15907 1.67384 -0.58579 -0.4 -3.7 4.4 -0.50
F 0.38887 -2.75038 0.30125 -1.1 0.4 -0.8 -0.26
F -1.26283 -1.42626 -0.75074 2.8 -1.5 1.4 -0.32
S 1.08298 0.92992 -1.57982 -1.1 1.3 0.2 0.15
Cl 1.22376 -0.81723 2.18936 -0.3 0.9 -0.5 0.03

---

7.
10
Properties=species:S:1:pos:R:3:forces:R:3:nbo_charge:R:1 method="wB97M-V/def2-TZVPD" homo_energy_ev=-10.8 de_lowest_kcal_mol=40.65 multiplicity=1 smiles=F[C@@H](Cl)c1cnno1 fmax_ev_per_a=2.43
C -1.30742 0.02870 0.46933 -0.1 -1.0 0.0 0.19
C 0.09361 -0.16015 -0.00064 0.6 -1.8 1.5 0.20
C 0.97820 0.63545 -0.60204 -1.6 1.7 -0.7 -0.13
H -1.48965 -0.13013 1.56043 0.3 -0.3 -1.0 0.21
H 0.66513 1.56335 -1.05654 0.8 0.1 -0.1 0.24
N 2.19031 0.07362 -0.55576 1.0 -1.8 0.7 -0.20
N 2.11121 -1.05620 0.06209 -0.2 1.6 -1.0 0.11
O 0.78918 -1.23920 0.41489 -0.5 0.0 0.3 -0.27
F -1.59531 1.29835 0.19829 -0.6 1.5 -0.2 -0.32
Cl -2.43525 -1.01379 -0.49005 0.3 0.2 0.5 -0.05

---

8.
10
Properties=species:S:1:pos:R:3:forces:R:3:nbo_charge:R:1 method="wB97M-V/def2-TZVPD" homo_energy_ev=-8.6 de_lowest_kcal_mol=113.62 multiplicity=1 fmax_ev_per_a=6.89
C -1.00978 -1.08298 0.74624 0.4 -3.2 -1.8 0.20
C -0.27753 -0.98608 -0.34061 0.0 4.0 -0.6 -0.01
C 1.35634 1.83892 0.21936 1.0 1.8 -0.7 0.25
N -0.22828 0.45035 -0.88457 -1.1 -3.2 -1.1 -0.48
N 0.31708 1.38317 -0.11927 0.6 0.2 0.7 -0.29
F -1.43616 -2.25163 1.29097 1.7 -3.9 -0.3 -0.34
S 2.59962 2.81909 0.42942 -0.4 -0.7 0.5 -0.05
Cl 0.79941 -2.18613 -0.87857 -0.1 -0.1 -0.4 0.07
H -0.46495 0.75968 -1.86693 0.4 -1.0 1.9 0.42
H -1.65575 -0.74438 1.40397 -2.6 6.1 1.8 0.23

---

9.
8
Properties=species:S:1:pos:R:3:forces:R:3:nbo_charge:R:1 method="wB97M-V/def2-TZVPD" homo_energy_ev=-10.2 de_lowest_kcal_mol=90.76 multiplicity=1 smiles="O=C=NCl.C#C" fmax_ev_per_a=3.89
C -1.64843 0.32274 -0.43270 1.5 -0.8 0.5 -0.21
C -1.16396 -0.07059 0.60836 -2.2 1.0 -0.4 -0.26
C 1.36912 0.57170 -0.09610 1.0 -1.4 -0.3 0.84
N 1.28313 -0.55779 -0.46623 -0.4 -3.8 -0.5 -0.59
O 1.75788 1.63655 -0.07844 0.1 3.8 0.8 -0.46
Cl 1.06250 -2.05914 0.30375 0.1 1.1 -0.3 0.21
H -1.51860 0.40847 -1.47894 -0.6 0.4 -0.5 0.23
H -1.14164 -0.25194 1.64031 0.4 -0.4 0.8 0.23

---

10.
10
Properties=species:S:1:pos:R:3:forces:R:3:nbo_charge:R:1 method="wB97M-V/def2-TZVPD" homo_energy_ev=-9.7 de_lowest_kcal_mol=39.74 multiplicity=1 fmax_ev_per_a=3.76
C 1.04113 -1.37839 -0.08208 -0.3 -1.6 0.7 0.19
C -1.93322 0.19723 0.50264 -0.7 -1.0 0.7 0.24
C 1.26147 -0.16001 -0.69334 -0.1 2.0 -3.2 -0.48
N 0.68512 -2.33035 0.44614 0.0 -0.6 0.3 -0.26
O -2.90253 -0.22327 -0.06776 1.7 0.7 1.3 -0.43
O -0.03351 1.85042 0.63150 0.4 1.8 2.0 -0.92
S -0.48915 0.94546 -0.38717 1.1 -0.5 -3.1 1.12
Cl 2.62229 0.75469 -0.11289 -0.2 0.2 0.6 0.08
H -1.70867 0.51326 1.60643 -0.9 -0.6 -1.3 0.17
H 1.45707 -0.16903 -1.84347 -1.0 -0.4 2.1 0.28